{
  "formula": "C16H17BrN4S",
  "method": "wB97M-V/def2-TZVPD",
  "species": ["Br", "C", "C", "C", "C", "C", "C", "H", "H", "C", "N", "N", "C", "N", "C", "C", "C", "N", "H", "C", "C", "C", "H", "C", "H", "H", "C", "H", "H", "H", "H", "H", "H", "H", "H", "S", "H", "H", "H"],
  "xyz": [[-3.02528, -6.67612, 3.99318], [-2.64054, -4.84628, 3.63325], [-3.48708, -3.86121, 4.11870], [-3.20734, -2.53901, 3.84535], [-2.08655, -2.19086, 3.08679], [-1.23775, -3.19661, 2.62689], [-1.51414, -4.52354, 2.89610], [-0.85602, -5.30191, 2.54120], [-0.33877, -2.95281, 2.08237], [-1.84282, -0.78685, 2.83998], [-2.34406, 0.18477, 3.57329], [-1.93840, 1.36745, 3.11611], [-1.18075, 1.12451, 2.07950], [-1.07321, -0.23012, 1.84552], [-0.32787, -0.53779, 0.73281], [0.17344, 0.55340, 0.12322], [0.99228, 0.62066, -1.12531], [0.21264, 1.26939, -2.16260], [-0.40814, 0.60546, -2.60765], [0.92244, 2.06831, -3.14489], [1.43530, 3.38369, -2.52276], [2.83253, 3.59789, -3.10145], [3.45957, 4.21148, -2.45640], [3.37371, 2.18133, -3.27457], [4.21890, 2.13753, -3.96024], [3.69974, 1.78569, -2.31082], [2.16527, 1.40374, -3.79500], [2.22242, 0.34124, -3.55963], [2.10540, 1.50151, -4.87928], [2.76210, 4.08385, -4.07578], [0.76624, 4.21332, -2.74085], [1.48112, 3.27912, -1.43873], [0.18295, 2.29353, -3.91813], [1.88165, 1.22358, -0.93013], [1.31928, -0.39915, -1.38422], [-0.29875, 2.04636, 0.92388], [-0.20183, -1.55559, 0.41513], [-3.84345, -1.75026, 4.21321], [-4.35422, -4.12972, 4.70196]],
  "forces_ev_per_angstrom": [[0.0, 0.2, 0.0], [0.0, -0.2, 0.0], [0.0, -0.2, 0.0], [0.2, 0.1, -0.1], [-0.1, -0.5, 0.0], [-0.1, 0.2, 0.1], [-0.1, -0.2, 0.1], [0.0, -0.1, 0.0], [0.1, 0.0, 0.0], [0.0, 0.5, 0.0], [-0.3, -1.2, 0.4], [0.4, 1.2, -0.5], [0.0, -0.4, 0.2], [-0.5, 0.7, 0.8], [0.6, 0.0, -0.7], [-0.1, -0.2, 0.3], [-0.1, -0.1, 0.0], [-0.3, -0.1, -0.1], [0.0, 0.1, 0.1], [0.1, 0.0, -0.1], [0.0, 0.0, -0.3], [0.0, 0.0, 0.1], [0.0, 0.1, -0.1], [0.0, 0.0, -0.2], [0.1, 0.0, 0.1], [0.0, 0.0, 0.0], [0.0, 0.0, 0.1], [0.0, -0.1, -0.1], [0.0, 0.0, -0.1], [0.0, 0.1, 0.0], [-0.1, 0.0, 0.1], [0.0, 0.0, 0.1], [0.1, 0.0, 0.1], [0.1, -0.1, 0.0], [0.1, 0.2, 0.1], [0.0, -0.1, -0.2], [0.0, -0.1, -0.1], [-0.1, 0.1, 0.0], [-0.1, 0.0, 0.0]],
  "nbo_charge": [0.054, -0.076, -0.232, -0.181, -0.010, -0.217, -0.226, 0.228, 0.208, 0.264, -0.252, -0.291, 0.139, -0.356, -0.059, -0.154, -0.269, -0.624, 0.367, -0.043, -0.412, -0.404, 0.213, -0.401, 0.213, 0.191, -0.434, 0.206, 0.209, 0.197, 0.220, 0.198, 0.204, 0.215, 0.194, 0.416, 0.228, 0.245, 0.232],
  "energy_ha": -3811.10450,
  "lumo_ev": 0.42,
  "fmax_ha_per_bohr": 0.0264,
  "e_above_lowest_kcal_mol": 1.0,
  "homo_lumo_gap_ha": 0.315,
  "e_homo_ev": -8.147
}